{
  "formula": "C5H9BrO2",
  "method": "wB97M-V/def2-TZVPD",
  "relative_energy_kcal_mol": 115.9,
  "e_homo_ev": [-8.13, -7.74],
  "e_lumo_ev": [0.320, 0.533],
  "gap_ev": [8.45, 8.27],
  "charge": 0,
  "spin_multiplicity": 1,
  "species": ["C", "C", "C", "C", "C", "O", "O", "Br", "H", "H", "H", "H", "H", "H", "H", "H", "H"],
  "xyz": [[2.622498, 0.532206, -1.151865], [1.552890, 1.230449, -0.989245], [-2.437976, -1.069819, -0.649260], [0.090896, 0.351247, 2.273252], [-0.289584, -0.412526, 0.083549], [-1.128857, -0.569734, -0.929487], [-0.811058, 0.061540, 1.231875], [0.874733, -2.011151, 0.337128], [3.540998, 0.914144, -1.596678], [2.682846, -0.510473, -0.848909], [1.099561, 2.180820, -1.123121], [-2.953668, -1.103502, -1.608678], [-2.965620, -0.409185, 0.044875], [-2.368545, -2.076643, -0.223062], [0.904730, 0.990489, 1.914044], [0.510261, -0.572599, 2.686277], [-0.486693, 0.862644, 3.040713]],
  "forces_ev_per_a": [[0.842, -0.212, -0.221], [-1.566, -1.266, 1.064], [-0.344, -0.125, 0.211], [0.482, 0.043, 0.510], [1.369, 1.047, -0.337], [0.020, 0.287, 0.226], [-0.474, -0.372, -1.117], [-0.153, -0.210, 0.091], [-0.045, 0.193, -0.080], [-0.127, 0.007, 0.059], [0.004, 0.526, -0.200], [0.072, -0.003, 0.147], [0.064, -0.111, -0.136], [-0.010, 0.104, -0.056], [-0.114, -0.071, -0.018], [-0.058, 0.156, -0.076], [0.038, 0.007, -0.066]]
}



{
  "formula": "C5H9BrSi",
  "method": "wB97M-V/def2-TZVPD",
  "relative_energy_kcal_mol": 20.3,
  "smiles": "C#C[Si@@H](Br)C(C)C",
  "e_homo_ev": -10.14,
  "e_lumo_ev": 0.527,
  "gap_ev": 10.67,
  "charge": 0,
  "spin_multiplicity": 1,
  "species": ["C", "C", "Si", "Br", "C", "C", "C", "H", "H", "H", "H", "H", "H", "H", "H", "H"],
  "xyz": [[2.409136, -0.475210, 2.879881], [1.738469, -0.159176, 1.918594], [1.178356, 0.658623, 0.283932], [2.953765, 0.871435, -1.112105], [-0.576481, -0.248374, -0.249698], [-1.751796, 0.760896, -0.291722], [-0.684577, -1.024285, -1.555536], [2.824494, -1.138575, 3.609807], [1.000096, 2.047329, 0.380342], [-0.860677, -0.852178, 0.640389], [-1.422685, 1.628842, 0.255163], [-1.901322, 1.031870, -1.394833], [-2.683807, 0.433854, 0.229251], [-1.698226, -1.404648, -1.649079], [-0.525218, -0.289325, -2.317353], [0.000475, -1.841080, -1.627033]],
  "forces_ev_per_a": [[-0.774, -1.009, -0.574], [0.379, 1.240, -1.039], [-0.861, -2.415, 0.174], [-0.437, -0.641, 0.153], [-0.077, 0.237, 1.110], [0.412, 0.676, -0.865], [0.115, 0.087, 0.986], [0.198, 0.530, 0.217], [-0.591, 1.366, 0.625], [0.877, -0.169, -0.491], [-0.280, 0.811, 0.030], [-0.288, -0.062, 1.715], [0.684, -0.128, -0.811], [-0.128, -0.094, -0.078], [0.224, 0.067, -0.893], [0.547, -0.496, -0.259]]
}



{
  "formula": "C5H9Cl",
  "method": "wB97M-V/def2-TZVPD",
  "relative_energy_kcal_mol": 82.0,
  "smiles": "CC/C=C(/C)Cl",
  "e_homo_ev": -9.53,
  "e_lumo_ev": 0.895,
  "gap_ev": 10.43,
  "charge": 0,
  "spin_multiplicity": 1,
  "species": ["C", "C", "C", "C", "C", "Cl", "H", "H", "H", "H", "H", "H", "H", "H", "H"],
  "xyz": [[-2.342244, -0.320444, 0.386960], [-1.117514, -0.392812, -0.627101], [0.100891, 0.653734, -0.375195], [1.154254, 0.030371, -0.076135], [2.482007, 0.532721, 0.180652], [1.175936, -1.695290, -0.047926], [-2.783749, 0.720525, 0.684891], [-3.375493, -0.882887, 0.117766], [-1.877159, -0.638402, 1.356777], [-0.746707, -1.432222, -0.377798], [-1.670949, -0.160966, -1.548847], [0.159996, 1.670737, -0.119495], [2.955087, 1.651065, -0.361444], [3.081532, -0.218185, -0.493869], [2.804108, 0.482055, 1.300758]],
  "forces_ev_per_a": [[-1.290, 1.336, 1.644], [-2.338, 2.052, 1.104], [-5.437, -2.122, -0.371], [2.850, -1.312, 0.554], [5.131, 1.705, -1.222], [1.701, -1.596, 0.481], [1.143, -1.361, -0.991], [2.937, 0.668, 0.392], [-1.066, -0.258, -0.528], [-0.968, 1.749, -1.668], [1.088, -0.671, -0.439], [-0.856, 1.487, -0.511], [-2.283, -3.107, 1.900], [-0.222, 1.433, 1.826], [-0.388, -0.003, -2.170]]
}



{
  "formula": "C5H9Cl",
  "method": "wB97M-V/def2-TZVPD",
  "relative_energy_kcal_mol": 162.8,
  "e_homo_ev": -9.18,
  "e_lumo_ev": 0.373,
  "gap_ev": 9.55,
  "charge": 0,
  "spin_multiplicity": 1,
  "species": ["C", "C", "C", "C", "C", "H", "H", "H", "H", "H", "H", "H", "H", "H", "Cl"],
  "xyz": [[-0.306006, 0.232832, -1.680780], [0.260689, 0.883935, -0.416452], [0.138155, 0.027602, 0.647859], [0.689578, -1.380123, 0.509098], [-0.584841, 0.408593, 1.726580], [-1.746949, 1.155355, -2.049762], [0.480848, 0.855657, -2.665840], [-0.373614, -1.038040, -1.760633], [-0.410014, 1.748842, -0.300902], [1.356370, 1.517453, -0.658680], [1.839790, -1.245468, 0.405073], [0.049525, -1.793886, -0.242992], [0.668250, -1.997500, 1.337626], [-1.494221, 1.315990, 1.910837], [-0.567561, -0.691240, 3.238967]],
  "forces_ev_per_a": [[0.186, 2.021, -4.951], [0.986, 4.723, -4.637], [-0.952, -2.242, 5.754], [2.541, 2.458, -0.178], [-2.249, 0.596, 1.575], [3.270, -2.849, 0.851], [-2.823, -2.704, 2.621], [-0.092, 4.349, -0.177], [0.474, -0.129, 0.415], [-2.660, -2.492, 0.961], [-1.856, -0.605, -1.088], [0.729, -0.793, -0.733], [-0.728, -0.852, 1.938], [3.490, -2.687, -0.844], [-0.316, 1.206, -1.508]]
}



{
  "formula": "C5H9Cl2NO3",
  "method": "wB97M-V/def2-TZVPD",
  "smiles": "C/C(O)=N/C(=O)O.CC(Cl)Cl",
  "e_homo_ev": -10.36,
  "e_lumo_ev": 0.529,
  "gap_ev": 10.89,
  "charge": 0,
  "spin_multiplicity": 1,
  "species": ["C", "C", "O", "N", "C", "O", "O", "H", "H", "H", "H", "H", "C", "C", "Cl", "Cl", "H", "H", "H", "H"],
  "xyz": [[2.213859, -1.098804, -1.726060], [1.496469, 0.108143, -1.004167], [1.918196, 0.386557, 0.152023], [0.483292, 0.606291, -1.637440], [-0.251922, 1.606921, -1.089282], [-0.014040, 2.111784, -0.003764], [-1.390652, 1.913088, -1.770416], [1.994034, -1.007070, -2.786570], [1.635255, -1.872353, -1.181395], [3.262480, -1.061620, -1.341590], [1.235738, 1.086869, 0.512036], [-1.941260, 2.665785, -1.248917], [-0.575497, -0.354710, 1.982799], [-1.830525, -0.870962, 1.294618], [-2.539224, -2.272620, 2.284853], [-3.024421, 0.304447, 1.024936], [-0.721744, -0.226039, 3.031277], [-0.482311, 0.575276, 1.438675], [0.200207, -1.125307, 1.776062], [-1.667931, -1.475679, 0.292320]],
  "forces_ev_per_a": [[-0.794, 2.061, 2.791], [0.050, -1.891, -3.608], [-0.460, 1.715, 2.711], [-0.575, 0.167, -1.207], [-1.267, -0.441, 0.235], [0.292, 0.863, 0.862], [-0.674, 2.092, 1.536], [0.356, -0.381, 0.174], [0.653, -0.395, -0.858], [-0.730, -0.443, -0.880], [1.123, -0.544, -0.509], [2.238, -2.641, -1.487], [-0.579, -1.210, -1.836], [0.559, -3.799, -0.964], [0.152, 0.466, -0.092], [-1.076, 1.178, -0.156], [-0.153, 0.223, 0.643], [0.975, 0.321, 0.443], [-0.184, 0.905, 0.280], [0.094, 1.755, 1.921]]
}



{
  "formula": "C5H9ClN2",
  "method": "wB97M-V/def2-TZVPD",
  "relative_energy_kcal_mol": 64.7,
  "smiles": "CC(C)(C)N(Cl)C#N",
  "e_homo_ev": -9.69,
  "e_lumo_ev": 0.183,
  "gap_ev": 9.87,
  "charge": 0,
  "spin_multiplicity": 1,
  "species": ["C", "C", "C", "C", "N", "Cl", "C", "N", "H", "H", "H", "H", "H", "H", "H", "H", "H"],
  "xyz": [[0.457354, -1.435397, -0.087878], [-0.094154, -0.010191, -0.050171], [-1.641411, 0.106563, 0.060410], [0.220902, 0.735896, -1.379135], [0.380439, 0.585345, 1.141287], [0.077012, 2.293070, 1.295993], [1.597173, 0.267389, 1.689724], [2.570103, -0.132502, 2.186467], [1.503052, -1.535842, 0.184854], [-0.203853, -2.055392, 0.548430], [0.438718, -1.883003, -1.018077], [-2.094943, 1.049301, 0.015256], [-1.927865, -0.230111, 1.065900], [-2.171053, -0.391673, -0.664858], [-0.178524, 1.825048, -1.148373], [1.324689, 0.712046, -1.668991], [-0.257638, 0.099453, -2.170840]],
  "forces_ev_per_a": [[-1.092, -0.075, 2.068], [-1.192, -0.036, -2.784], [1.203, -1.058, 2.496], [0.871, 0.724, 0.573], [2.170, 1.343, 2.367], [0.056, -0.186, 0.208], [-0.005, -0.441, -0.114], [-1.026, 0.659, -0.509], [-0.018, 0.283, 0.503], [0.723, 0.092, 0.016], [-0.527, -0.517, -2.312], [0.280, 2.020, -0.166], [-0.065, -0.427, -0.292], [-0.881, -1.854, -1.728], [0.853, -2.190, -1.554], [-1.264, 0.385, 0.673], [-0.085, 1.280, 0.557]]
}



{
  "formula": "C5H9ClN2",
  "method": "wB97M-V/def2-TZVPD",
  "relative_energy_kcal_mol": 109.7,
  "e_homo_ev": [-7.48, -7.48],
  "e_lumo_ev": [0.502, 0.502],
  "gap_ev": [7.98, 7.98],
  "charge": 0,
  "spin_multiplicity": 1,
  "species": ["C", "C", "C", "C", "C", "N", "N", "Cl", "H", "H", "H", "H", "H", "H", "H", "H", "H"],
  "xyz": [[0.739816, 1.250540, -0.423017], [0.561618, -0.278810, -0.089885], [-0.146876, 2.172071, 0.306957], [-0.904365, -0.589213, 0.233649], [-1.164995, -2.040818, 0.101157], [-1.531666, 1.759298, 0.020549], [-1.694963, 0.502447, 0.105391], [-3.373324, 0.020632, -0.119305], [1.847303, 1.577959, -0.427496], [0.607279, 1.185055, -1.541481], [0.928286, -0.990904, -0.858805], [1.346444, -0.417040, 0.787072], [-0.166490, 2.050242, 1.443564], [-0.180582, 3.131675, -0.090427], [-0.573213, -2.644340, 0.762974], [-0.909104, -2.492265, -0.954037], [-2.154559, -2.179549, 0.451446]],
  "forces_ev_per_a": [[3.386, -1.802, -2.920], [1.930, 1.418, 2.778], [-2.470, -2.612, 1.416], [2.763, 2.038, -0.745], [-0.406, -0.267, -1.351], [-0.518, -0.172, -0.023], [-0.188, -2.756, -0.381], [-0.380, 0.367, 0.121], [-1.519, -0.656, 0.628], [-0.679, 1.157, 0.893], [-0.294, 0.768, 0.055], [-1.953, -0.400, -1.158], [1.082, 0.626, -1.188], [0.717, 1.969, 0.011], [0.709, 0.118, 0.564], [-0.942, 1.084, 1.661], [-1.237, -0.879, -0.362]]
}